[1]
The following is a DFT calculation (ωB97M-V with the def2-TZVPD basis set) of the molecule C14H16ClN3O2 at a distorted geometry.

Each line ends with the natural charge from an NBO analysis.
Geometry (Å):
C  5.65329  -1.14490  2.44737  -0.56
C  5.00394  -0.91232  0.99135  -0.03
H  5.69022  -1.34322  0.13130  0.16
H  4.87350  0.12215  0.77970  0.16
O  3.97210  -1.51551  1.04467  -0.53
C  3.37235  -1.88005  -0.10445  0.79
O  3.79443  -1.44879  -0.99569  -0.51
C  2.20313  -2.69405  -0.25389  -0.52
H  1.63846  -2.52819  -1.13612  0.26
H  2.43948  -3.74411  -0.19274  0.24
C  1.27665  -2.71994  0.92292  -0.20
N  0.77412  -1.28791  0.96948  -0.22
C  1.01640  0.03139  1.86789  0.33
C  0.07506  0.77077  1.37092  -0.37
C  -0.66534  0.35733  0.40857  0.08
N  -0.40406  -1.09974  0.36775  -0.25
C  -1.89594  0.95305  -0.12151  -0.08
C  -2.23610  2.15501  0.07025  -0.21
C  -3.33078  2.78041  -0.87882  -0.16
C  -3.97376  1.88689  -1.64773  -0.03
C  -3.48635  0.74390  -1.96561  -0.25
C  -2.49998  -0.07226  -1.18891  -0.10
H  -2.24138  -0.98893  -1.47144  0.22
H  -4.13332  -0.05219  -2.61144  0.23
Cl  -5.12756  2.77935  -2.82204  -0.10
H  -3.63972  3.80549  -0.58794  0.24
H  -1.72238  2.90026  0.85871  0.23
H  0.08386  1.77876  1.65483  0.22
N  1.98311  -0.28348  2.86446  -0.83
H  2.18839  0.71225  3.10746  0.38
H  2.77329  -0.81788  2.40423  0.41
H  1.88980  -2.61701  1.93861  0.21
H  0.38565  -3.32244  0.98136  0.25
H  6.71628  -0.49291  2.54415  0.18
H  5.93827  -2.12746  2.72358  0.21
H  5.02736  -0.81449  3.01750  0.16

ΔE to the lowest compared entry with this formula, charge and spin ... 1183.2 kJ/mol
DFT total energy ... -1317.5999 hartree
SMILES string ... CCOC(=O)CCn1nc(-c2ccc(Cl)cc2)cc1N
Total charge ... 0
E_LUMO ... 0.19 eV
HOMO level ... -7.44 eV

---

[2]
The following is a DFT calculation (ωB97M-V with the def2-TZVPD basis set) of a structure of composition C14H16ClNO4OsSe.

Each line ends with the Löwdin spin population.
Geometry (Å):
Os  0.19374  -0.97205  0.45698  2.20
C  2.40476  1.79685  1.27474  0.01
C  2.26118  0.37931  0.83240  0.04
C  2.23504  0.04669  -0.54091  0.10
C  2.06607  -1.27813  -0.97798  0.01
C  2.01258  -1.62323  -2.43488  0.00
C  2.06118  -2.30429  0.01426  0.01
C  2.16961  -2.02404  1.38400  0.05
C  2.20016  -3.12466  2.39796  0.01
C  2.15316  -0.66424  1.78553  0.04
H  3.47334  1.99791  1.39808  0.00
H  1.92014  1.97228  2.23319  0.00
H  2.01219  2.49128  0.53638  0.00
H  2.24499  0.84576  -1.27213  0.00
H  3.03285  -1.70397  -2.81610  0.00
H  1.50210  -0.85071  -3.00704  0.00
H  1.52149  -2.58116  -2.59971  0.00
H  1.96852  -3.33608  -0.29996  0.00
H  1.73069  -2.82478  3.33310  0.00
H  3.24409  -3.36374  2.61697  0.00
H  1.72566  -4.02930  2.02232  0.00
H  2.15826  -0.42169  2.84072  0.00
O  -2.55875  1.91609  0.19886  0.02
Cl  -1.29236  1.56927  0.68086  0.01
O  -0.82695  2.33837  1.76171  0.01
O  -0.28894  1.42768  -0.36389  0.09
O  -1.40106  0.06322  1.19212  0.08
Se  -1.17567  -2.55780  -0.70017  0.24
C  -2.59102  -3.16369  0.44757  0.02
C  -3.06090  -4.45790  0.20632  0.07
C  -4.15680  -4.93116  0.92316  0.08
N  -4.64365  -4.07720  1.78128  0.70
C  -4.31254  -2.85623  2.09904  0.08
C  -3.21786  -2.35423  1.39640  0.08
H  -2.60570  -5.11432  -0.52358  0.01
H  -4.59540  -5.91717  0.81644  0.02
H  -4.88150  -2.30631  2.84042  0.02
H  -2.91427  -1.33524  1.59129  0.01

ΔE to the lowest compared entry with this formula, charge and spin ... 0.0 kJ/mol
DFT total energy ... -3850.0923 hartree
Total charge ... +2
E_LUMO (spin up / spin down) ... -7.10 / -10.16 eV
Spin multiplicity ... 5
HOMO level (spin up / spin down) ... -15.12 / -15.74 eV

---

[3]
The following is a DFT calculation (ωB97M-V with the def2-TZVPD basis set) of a structure of composition C14H16ClNRh at a distorted geometry.

Each line ends with the natural charge from an NBO analysis.
Geometry (Å):
C  1.01971  -0.10467  -3.55613  -0.35
C  1.10372  1.30443  -3.37788  -0.32
C  -0.13229  1.76128  -2.83625  -0.38
C  -0.98059  0.63059  -2.67559  -0.30
C  -0.26889  -0.52440  -3.11495  -0.33
Rh  0.86387  0.23294  -1.19754  0.78
N  1.35470  -1.30459  -0.59617  -0.65
C  3.09193  0.32630  -0.07622  -0.34
C  2.86078  1.47710  -0.79265  -0.49
H  -0.37708  2.79347  -2.57799  0.22
H  1.95769  1.93385  -3.63410  0.21
H  -1.98938  0.63780  -2.26049  0.23
H  -0.64086  -1.54956  -3.10517  0.23
H  1.80812  -0.75634  -3.93664  0.22
H  3.36007  1.64762  -1.75091  0.21
H  3.77867  -0.44221  -0.44195  0.21
H  1.74295  -2.23529  -0.40089  0.31
H  2.33092  2.32053  -0.33646  0.22
H  2.75580  0.22868  0.95915  0.21
Cl  -3.90827  -0.40489  0.64821  -0.07
C  -2.69957  -0.55440  1.92615  -0.09
C  -3.19267  -0.84044  3.20658  -0.21
C  -2.33019  -0.98707  4.28849  -0.35
C  -0.95965  -0.85025  4.10712  -0.22
C  -0.44364  -0.56651  2.84303  -0.25
C  -1.29737  -0.40576  1.70335  -0.02
C  -0.75894  -0.10758  0.27097  -0.98
H  -4.25798  -0.95365  3.36538  0.20
H  -2.72562  -1.20984  5.27133  0.19
H  -0.28999  -0.96757  4.94964  0.19
H  0.63288  -0.47686  2.76008  0.18
H  0.22082  -0.02835  0.73259  0.28
H  -1.62968  -0.02438  -0.36411  0.27

DFT total energy ... -1168.2469 hartree
Total charge ... -1
E_LUMO (spin up / spin down) ... 3.49 / 3.42 eV
Spin multiplicity ... 5
HOMO level (spin up / spin down) ... -1.99 / -1.80 eV

---

[4]
The following is a DFT calculation (ωB97M-V with the def2-TZVPD basis set) of a structure of composition C14H16F10N3O4RuS2 at a distorted geometry.

Each line ends with the natural charge from an NBO analysis.
Geometry (Å):
Ru  -0.97562  0.05521  -0.32343  0.48
C  0.01758  -2.33769  0.90787  -0.78
C  -1.50322  -2.21159  0.92467  -0.24
N  -2.02702  -1.69579  -0.34393  -0.42
C  -2.03952  -2.70889  -1.40213  -0.23
C  -1.98302  -2.07399  -2.78893  -0.62
C  -3.36672  -1.09629  -0.16123  -0.23
C  -3.31582  0.29541  0.50137  -0.25
N  -2.49262  1.19431  -0.31073  -0.59
C  -1.88132  2.18081  0.38827  0.03
C  -0.47552  2.31851  0.34867  0.20
F  0.28578  1.44931  -0.34403  -0.24
C  0.17888  3.34691  1.03387  0.39
F  1.51628  3.44841  0.98067  -0.29
C  -0.53122  4.27971  1.77457  -0.35
C  -1.91152  4.17101  1.82207  0.35
F  -2.60742  5.07751  2.52827  -0.30
C  -2.57942  3.14741  1.14287  0.33
F  -3.92192  3.12171  1.21707  -0.31
H  0.37558  -2.64079  1.89757  0.29
H  0.48748  -1.37939  0.66207  0.30
H  0.36638  -3.08639  0.19117  0.25
H  -1.74122  -1.53759  1.75407  0.23
H  -1.95922  -3.17819  1.17367  0.21
H  -2.91612  -3.36349  -1.31743  0.21
H  -1.16372  -3.36289  -1.32963  0.21
H  -2.87262  -1.47809  -3.01163  0.21
H  -1.91032  -2.85479  -3.55333  0.23
H  -1.10382  -1.42789  -2.88783  0.23
H  -4.01082  -1.76409  0.42607  0.20
H  -3.86632  -0.97049  -1.12983  0.23
H  -2.96652  0.19521  1.53677  0.19
H  -4.34722  0.66611  0.56977  0.22
H  -0.01922  5.07561  2.29757  0.26
F  1.64888  0.59121  -2.98433  -0.33
C  2.79718  0.59161  -2.23633  0.72
F  3.69608  -0.13299  -2.95653  -0.29
F  3.21898  1.88921  -2.22613  -0.30
S  2.48438  -0.07899  -0.53673  2.23
O  1.03748  0.05521  -0.32343  -0.92
O  2.92798  -1.47329  -0.52213  -0.91
N  3.31478  0.93071  0.35987  -1.16
S  4.88458  0.71851  0.30267  2.19
O  5.45288  0.44001  -1.01673  -0.91
O  5.61078  1.77571  1.01807  -0.89
C  5.08988  -0.80719  1.33517  0.71
F  6.17038  -0.69409  2.17067  -0.32
F  5.31288  -1.93649  0.60947  -0.31
F  4.02458  -1.04109  2.15507  -0.33
H  -0.41082  -1.68309  -0.32343  0.39

DFT total energy ... -2897.6826 hartree
Total charge ... 0
E_LUMO (spin up / spin down) ... -0.77 / -0.92 eV
Spin multiplicity ... 2
HOMO level (spin up / spin down) ... -8.68 / -8.47 eV

---

Question: The lowest total charge belongs to which entry?
Answer: C14H16ClNRh